Formula: C5H11N
Source: OMol25
Level of theory: the ωB97M-V functional and the def2-TZVPD basis

Calculated values
Energy relative to the best compared isomer or geometry (same formula, charge and spin)   0.6471 eV
SMILES string   CC/C(C)=C/N
Molecular weight   85.150 g mol⁻¹
Maximum force   1.1 eV/A
HOMO level   -7.86 eV
Lowest unoccupied orbital energy   1.042 eV
Total charge   0
E_tot   -6852.88144 eV
Frontier orbital gap   8.90 eV

Each line ends with the natural charge from an NBO analysis.
Cartesian coordinates (Å):
C -1.53 -0.28 1.50  -0.594
C -1.39 -0.05 -0.01  -0.410
C 0.05 0.02 -0.43  -0.071
C 0.66 1.20 -0.55  -0.015
N 2.05 1.43 -0.70  -0.821
C 0.76 -1.28 -0.74  -0.655
H -2.54 -0.59 1.74  0.203
H -1.24 0.60 2.08  0.204
H -0.89 -1.12 1.79  0.200
H -1.97 0.82 -0.34  0.206
H -1.82 -0.94 -0.48  0.191
H 0.06 2.09 -0.70  0.186
H 2.57 0.63 -0.35  0.361
H 2.36 2.23 -0.17  0.372
H 1.29 -1.76 0.08  0.211
H 0.06 -1.96 -1.22  0.218
H 1.51 -1.02 -1.49  0.215

---

Formula: C19H28N8O2
Source: OMol25
Level of theory: the ωB97M-V functional and the def2-TZVPD basis

Calculated values
Energy relative to the best compared isomer or geometry (same formula, charge and spin)   1.1919 eV
SMILES string   Cc1cncc(C(=O)N[C@@H](C)CCNC(=O)[C@@H]2CCCN2Cc2nnn(C)n2)c1
Molecular weight   400.487 g mol⁻¹
Maximum force   0.4 eV/A
HOMO level   -9.21 eV
Lowest unoccupied orbital energy   0.537 eV
Total charge   0
E_tot   -36173.14757 eV
Frontier orbital gap   9.74 eV

Each line ends with the natural charge from an NBO analysis.
Cartesian coordinates (Å):
C 1.14 -2.22 -3.84  -0.634
C 0.77 -0.76 -3.86  -0.050
C 1.30 0.11 -4.80  0.044
N 1.01 1.41 -4.87  -0.412
C 0.17 1.90 -3.97  0.058
C -0.41 1.13 -2.97  -0.183
C -1.29 1.84 -1.98  0.670
O -1.28 3.06 -1.89  -0.653
N -2.05 1.05 -1.18  -0.618
C -2.81 1.58 -0.06  -0.047
C -4.16 2.10 -0.52  -0.608
C -2.95 0.51 1.01  -0.412
C -1.63 0.02 1.60  -0.211
N -0.85 -0.82 0.68  -0.760
C -0.57 -2.15 1.08  0.727
O -1.08 -3.10 0.55  -0.528
C 0.44 -2.38 2.21  -0.165
C -0.28 -2.58 3.57  -0.398
C 0.30 -1.50 4.49  -0.409
C 1.64 -1.18 3.85  -0.211
N 1.34 -1.26 2.42  -0.442
C 2.50 -1.20 1.54  -0.267
C 2.71 0.15 0.93  0.281
N 3.84 0.87 1.04  -0.281
N 3.63 1.97 0.37  -0.033
N 2.42 1.90 -0.11  0.030
C 1.84 2.94 -0.94  -0.425
N 1.80 0.78 0.20  -0.302
C -0.11 -0.22 -2.93  -0.153
H 0.83 -2.71 -4.76  0.226
H 2.22 -2.34 -3.75  0.223
H 0.67 -2.73 -3.01  0.222
H 1.99 -0.26 -5.55  0.190
H -0.05 2.96 -4.03  0.217
H -1.89 0.06 -1.18  0.423
H -2.25 2.42 0.35  0.204
H -4.73 2.50 0.32  0.207
H -4.03 2.90 -1.26  0.230
H -4.75 1.30 -0.98  0.205
H -3.55 0.94 1.82  0.216
H -3.51 -0.35 0.62  0.209
H -1.02 0.89 1.88  0.200
H -1.83 -0.51 2.53  0.191
H 0.03 -0.35 0.50  0.424
H 0.98 -3.30 1.95  0.202
H -1.36 -2.51 3.49  0.218
H -0.06 -3.58 3.95  0.221
H -0.32 -0.61 4.50  0.207
H 0.41 -1.85 5.52  0.220
H 2.02 -0.19 4.10  0.210
H 2.41 -1.91 4.14  0.163
H 3.42 -1.45 2.09  0.218
H 2.40 -1.94 0.75  0.217
H 1.91 2.65 -1.99  0.228
H 0.80 3.07 -0.68  0.248
H 2.40 3.85 -0.77  0.234
H -0.51 -0.88 -2.16  0.216

---

Formula: C12H30Cr2O26P2V
Source: OMol25
Level of theory: the ωB97M-V functional and the def2-TZVPD basis

Calculated values
Molecular weight   807.230 g mol⁻¹
Maximum force   11.5 eV/A
HOMO level (alpha / beta)   0.83 / 0.82 eV
Lowest unoccupied orbital energy (alpha / beta)   5.733 / 5.734 eV
Multiplicity   7
⟨S²⟩   12.105
Total charge   -3
E_tot   -167272.75543 eV
Frontier orbital gap (alpha / beta)   4.91 / 4.91 eV

Each line ends with the Mulliken charge.
Cartesian coordinates (Å):
Cr -18.64 -12.95 19.53  -0.182
Cr -15.97 -14.18 17.85  0.067
O -19.42 -17.05 21.05  -0.534
V -18.45 -16.63 19.82  0.664
O -18.15 -17.96 19.00  -0.597
P -16.56 -14.51 20.58  0.233
O -16.87 -15.93 21.01  0.044
O -17.35 -14.52 19.27  1.550
O -15.27 -14.28 19.67  1.649
O -17.34 -13.18 20.99  -0.898
P -20.68 -14.87 19.30  0.589
O -22.20 -14.68 19.39  -0.927
O -20.14 -16.20 18.66  -0.577
O -19.71 -14.33 20.35  -0.450
O -20.03 -13.88 18.33  -0.436
C -16.50 -15.98 16.35  0.513
O -15.97 -16.29 17.48  -0.548
O -15.93 -14.94 15.89  -0.704
O -17.68 -15.62 16.64  -0.586
C -17.14 -11.60 17.76  0.936
O -17.95 -11.19 18.66  -0.814
O -15.95 -12.11 17.95  -0.589
O -17.77 -12.66 17.58  -0.899
C -13.15 -13.40 16.77  -0.434
C -12.57 -12.34 17.67  -0.469
O -13.35 -11.17 17.76  -0.660
O -13.83 -14.32 17.60  -0.319
H -12.32 -13.90 16.25  0.385
H -13.69 -13.00 15.91  0.264
H -11.66 -11.92 17.22  0.475
H -12.09 -12.76 18.56  0.108
H -14.27 -11.43 17.98  0.514
H -13.31 -14.69 18.33  0.225
C -13.41 -12.63 22.21  0.378
C -14.38 -11.58 21.70  -0.211
O -15.59 -11.56 22.44  -0.689
O -12.64 -12.25 23.36  -0.641
H -12.61 -12.87 21.51  0.054
H -13.99 -13.55 22.38  -0.024
H -14.59 -11.60 20.62  -0.083
H -14.03 -10.55 21.83  0.392
H -16.26 -12.04 21.91  0.399
H -13.32 -11.89 23.94  0.335
C -16.05 -16.93 24.35  -0.257
C -16.97 -17.92 23.63  -0.590
O -16.42 -18.17 22.27  -0.567
O -16.39 -15.63 23.85  -0.576
H -15.00 -17.23 24.33  0.185
H -16.24 -16.69 25.41  0.325
H -18.00 -17.64 23.39  0.287
H -17.00 -18.93 24.04  0.308
H -16.58 -17.34 21.74  0.527
H -16.67 -15.74 22.93  0.070
C -19.58 -9.44 21.62  -0.466
C -19.46 -10.95 21.86  0.196
O -19.91 -11.69 20.72  0.000
O -19.51 -8.68 22.83  -0.602
H -20.55 -9.27 21.16  0.298
H -18.75 -9.12 20.99  0.248
H -20.01 -11.18 22.77  0.466
H -18.41 -11.05 22.17  -0.202
H -20.83 -11.88 20.93  0.264
H -18.69 -8.88 23.29  0.317
C -13.82 -17.64 19.86  0.260
C -12.96 -16.76 20.77  -0.314
O -12.96 -15.40 20.38  -0.549
O -13.14 -18.02 18.69  -0.686
H -14.76 -17.11 19.68  -0.378
H -14.13 -18.57 20.36  0.348
H -11.95 -17.16 20.71  0.338
H -13.37 -16.81 21.78  0.130
H -13.87 -15.07 20.40  -0.275
H -13.46 -17.55 17.91  0.391

---

Formula: C26H19NO2
Source: OMol25
Level of theory: the ωB97M-V functional and the def2-TZVPD basis

Calculated values
Molecular weight   377.443 g mol⁻¹
Maximum force   3.6 eV/A
HOMO level   -5.91 eV
Lowest unoccupied orbital energy   -3.303 eV
Total charge   0
E_tot   -32851.28365 eV
Frontier orbital gap   2.61 eV

Each line ends with the natural charge from an NBO analysis.
Cartesian coordinates (Å):
O -3.79 0.22 -0.76  -0.718
C -3.10 1.02 -0.12  0.411
C -2.51 2.16 -0.75  -0.319
C -1.73 3.02 -0.05  -0.139
C -1.48 2.81 1.32  -0.301
C -0.68 3.68 2.02  0.299
N 0.00 4.43 2.62  -0.389
C -2.07 1.71 1.96  -0.130
C -2.85 0.83 1.28  -0.327
H -2.70 2.31 -1.80  0.207
H -1.28 3.88 -0.52  0.210
H -1.88 1.56 3.02  0.207
H -3.30 -0.02 1.76  0.201
C -11.23 -6.80 -2.98  -0.207
C -10.64 -6.90 -1.74  -0.198
C -10.13 -5.78 -1.12  -0.259
C -10.20 -4.53 -1.74  0.285
O -9.59 -3.37 -1.19  -0.524
C -8.18 -3.33 -1.20  0.483
C -7.51 -2.51 -2.12  -0.296
C -6.15 -2.53 -2.21  -0.058
C -5.36 -3.34 -1.36  -0.171
C -3.96 -3.28 -1.54  0.104
C -2.86 -3.91 -0.90  -0.077
C -1.57 -3.56 -1.36  -0.121
C -0.44 -4.09 -0.78  -0.212
C -0.55 -4.98 0.27  -0.127
C -1.79 -5.35 0.73  -0.221
C -2.93 -4.83 0.16  -0.136
C -6.05 -4.13 -0.41  -0.109
C -7.41 -4.12 -0.33  -0.281
C -10.83 -4.44 -2.99  -0.247
C -11.33 -5.56 -3.60  -0.196
H -11.61 -7.68 -3.47  0.218
H -10.60 -7.85 -1.24  0.220
H -9.69 -5.85 -0.14  0.216
H -8.10 -1.90 -2.78  0.241
H -5.66 -1.90 -2.94  0.235
H -3.67 -2.59 -2.32  0.226
H -1.47 -2.88 -2.19  0.228
H 0.53 -3.82 -1.15  0.230
H 0.34 -5.38 0.73  0.226
H -1.88 -6.05 1.55  0.226
H -3.88 -5.16 0.53  0.202
H -5.52 -4.73 0.30  0.210
H -7.92 -4.71 0.41  0.230
H -10.90 -3.47 -3.46  0.227
H -11.81 -5.48 -4.56  0.222

---

Formula: C28H38CoN5O10S2Si
Source: OMol25
Level of theory: the ωB97M-V functional and the def2-TZVPD basis

Calculated values
Molecular weight   755.790 g mol⁻¹
Maximum force   1.5 eV/A
HOMO level (alpha / beta)   -7.95 / -7.95 eV
Lowest unoccupied orbital energy (alpha / beta)   -0.953 / -0.954 eV
Total charge   0
E_tot   -124753.87428 eV
Frontier orbital gap (alpha / beta)   6.99 / 7.00 eV

Each line ends with the Mulliken charge.
Cartesian coordinates (Å):
Co 0.32 -0.69 0.41  0.331
O -0.53 2.57 3.18  -0.934
S -0.98 2.25 1.85  1.990
O -0.91 3.42 0.96  -0.791
O -0.24 1.13 1.24  -0.078
C -2.65 1.66 1.82  0.254
C -3.62 2.53 1.34  -0.656
C -4.91 2.08 1.14  -0.684
C -5.23 0.76 1.40  -0.633
C -4.26 -0.11 1.89  -0.599
C -2.96 0.33 2.10  -0.377
S -1.82 -0.91 2.73  1.618
O -2.65 -1.95 3.26  -0.803
O -0.93 -0.26 3.66  -0.920
O -1.06 -1.43 1.55  -0.417
H -3.34 3.55 1.11  0.540
H -5.67 2.76 0.77  0.413
H -6.23 0.39 1.23  0.412
H -4.50 -1.14 2.11  0.537
N 1.97 3.75 1.31  0.455
C 2.28 2.29 1.13  1.791
C 2.46 1.60 2.48  -1.895
C 2.69 0.08 2.36  0.218
N 1.46 -0.70 2.11  -0.681
C 3.74 -0.22 1.29  -1.421
C 3.45 0.50 -0.01  0.322
N 2.15 0.02 -0.54  0.320
C 3.42 2.02 0.19  -1.720
H 0.93 3.86 1.45  0.533
H 2.17 4.28 0.46  0.472
H 2.46 4.17 2.10  0.437
H 1.38 1.91 0.66  -1.595
H 1.60 1.80 3.13  0.370
H 3.35 2.02 2.96  0.617
H 3.09 -0.24 3.33  0.546
H 0.72 -0.43 2.78  0.394
H 1.64 -1.68 2.30  0.410
H 3.78 -1.30 1.12  0.320
H 4.73 0.08 1.64  0.564
H 4.24 0.27 -0.73  0.424
H 2.34 -0.90 -0.93  -0.651
H 1.81 0.59 -1.31  0.258
H 3.27 2.53 -0.76  0.432
H 4.39 2.33 0.60  0.455
O -2.62 -0.06 -0.97  -0.589
C -1.60 0.46 -1.37  -0.273
O -0.38 0.03 -1.23  -0.106
C -1.64 1.82 -2.04  0.211
C -2.78 2.30 -2.67  -0.466
C -2.80 3.59 -3.19  -0.746
C -1.70 4.42 -3.06  -0.736
C -0.59 3.92 -2.40  -0.339
C -0.53 2.64 -1.91  0.776
N 0.58 4.79 -2.19  1.028
O 0.56 5.90 -2.67  -0.628
O 1.55 4.32 -1.62  -0.682
H -3.64 1.65 -2.72  0.540
H -3.69 3.95 -3.69  0.421
H -1.70 5.43 -3.43  0.516
H 0.35 2.28 -1.40  -0.081
C 3.41 -2.85 -1.39  -1.343
Si 1.54 -3.02 -1.66  0.559
C 1.25 -4.86 -1.87  -1.229
C 1.12 -2.14 -3.27  -0.864
N 0.65 -2.45 -0.26  1.555
C -0.47 -3.31 -0.02  -0.195
C -1.62 -3.23 -0.79  0.285
C -2.69 -4.09 -0.56  -1.057
C -2.61 -5.05 0.44  -0.540
C -1.45 -5.14 1.21  -0.873
C -0.39 -4.28 0.98  -0.238
H 3.89 -3.72 -1.85  0.462
H 3.67 -2.87 -0.33  0.177
H 3.87 -1.97 -1.85  0.314
H 1.85 -5.22 -2.72  0.412
H 0.20 -5.08 -2.07  0.322
H 1.54 -5.41 -0.98  0.324
H 1.99 -2.08 -3.93  0.429
H 0.75 -1.14 -3.09  -0.069
H 0.34 -2.69 -3.81  0.320
H -1.70 -2.46 -1.55  0.240
H -3.59 -4.00 -1.15  0.437
H -3.44 -5.71 0.63  0.388
H -1.38 -5.88 1.99  0.387
H 0.51 -4.33 1.58  0.374

---

Formula: C20H26BrN5O2S
Source: OMol25
Level of theory: the ωB97M-V functional and the def2-TZVPD basis

Calculated values
Energy relative to the best compared isomer or geometry (same formula, charge and spin)   0.1288 eV
SMILES string   CCn1c(SCC(=O)NC2CCCC2)nnc1[C@H](C)NC(=O)c1ccccc1Br
Molecular weight   480.432 g mol⁻¹
Maximum force   1.2 eV/A
HOMO level   -8.63 eV
Lowest unoccupied orbital energy   0.607 eV
Total charge   0
E_tot   -113586.90555 eV
Frontier orbital gap   9.24 eV

Each line ends with the natural charge from an NBO analysis.
Cartesian coordinates (Å):
C 0.01 -4.76 -0.72  -0.612
H 0.50 -5.41 -1.44  0.223
H -1.04 -5.02 -0.67  0.215
C 0.18 -3.31 -1.15  -0.239
N -0.45 -2.41 -0.22  -0.372
C -1.73 -1.93 -0.29  0.180
N -1.97 -1.15 0.73  -0.371
N -0.86 -1.10 1.48  -0.315
C 0.04 -1.86 0.93  0.378
C 1.44 -2.00 1.43  -0.113
N 2.19 -0.81 1.06  -0.599
C 2.84 -0.72 -0.12  0.680
O 2.92 -1.65 -0.91  -0.624
C 3.44 0.62 -0.38  -0.192
C 4.77 0.76 -0.78  -0.035
C 5.30 2.00 -1.08  -0.236
C 4.50 3.12 -1.00  -0.185
C 3.17 3.01 -0.61  -0.228
C 2.65 1.76 -0.30  -0.134
H 1.61 1.67 -0.02  0.215
H 2.54 3.88 -0.55  0.220
H 4.91 4.09 -1.24  0.221
H 6.34 2.08 -1.37  0.232
Br 5.91 -0.76 -0.86  0.081
H 2.07 0.00 1.64  0.410
C 1.46 -2.18 2.95  -0.603
H 0.98 -3.11 3.22  0.223
H 0.92 -1.36 3.42  0.227
H 2.49 -2.19 3.31  0.219
H 1.93 -2.84 0.93  0.238
S -2.81 -2.33 -1.59  0.285
C -4.22 -1.25 -1.18  -0.601
H -4.43 -1.37 -0.12  0.246
H -5.04 -1.63 -1.79  0.257
C -3.93 0.20 -1.57  0.662
O -4.27 0.66 -2.64  -0.630
N -3.31 0.89 -0.60  -0.645
C -2.83 2.24 -0.77  -0.059
H -3.17 2.58 -1.75  0.240
C -1.31 2.30 -0.61  -0.415
C -1.06 2.33 0.90  -0.437
H -0.80 1.34 1.28  0.227
C -2.39 2.79 1.54  -0.414
H -2.24 3.65 2.20  0.211
H -2.81 1.98 2.14  0.206
C -3.32 3.13 0.38  -0.406
H -3.20 4.18 0.08  0.204
H -4.37 2.96 0.61  0.219
H -0.25 3.01 1.15  0.202
H -0.94 3.21 -1.08  0.207
H -0.83 1.45 -1.10  0.213
H -2.97 0.38 0.22  0.435
H -0.29 -3.16 -2.13  0.220
H 1.24 -3.04 -1.23  0.259
H 0.46 -4.93 0.26  0.206